ORCA calculation (ωB97M-V/def2-TZVPD) on a 4-piece molecular cluster, C14H34O12P2S2 overall.

Summary:
E_HOMO ... -10.23 eV
HOMO-LUMO gap ... 10.56 eV
SMILES ... COP(=O)(OC)OC.COP(=O)(OC)OC.O=S1(=O)CCCC1.O=S1(=O)CCCC1
E ... -2935.82694 Ha
E_LUMO ... 0.3 eV

XYZ file:
```
64
Properties=species:S:1:pos:R:3:nbo_charge:R:1
S 0.2805 -1.0798 -5.3123 2.16
S -3.7431 1.7910 2.0638 2.07
P 0.6317 9.3868 -1.3493 2.53
P 1.0133 -7.8291 5.4533 2.53
O -5.0034 2.3694 2.6339 -0.91
O 1.3378 10.2847 -0.1087 -0.75
O -2.6275 2.6217 1.5655 -0.92
O 1.0874 -6.5149 4.4737 -0.84
O -0.6929 -0.1235 -5.8386 -0.93
O -0.5982 8.6379 -0.6363 -0.83
O 0.1584 -8.9258 4.6081 -0.81
O 2.5245 -8.4100 5.6335 -0.80
O 0.1582 10.1264 -2.6015 -1.06
O 0.3726 -7.4170 6.7242 -1.10
O 1.7074 8.2462 -1.5271 -0.83
O -0.0058 -1.8358 -4.1054 -0.93
C 2.0169 -5.4053 4.9142 -0.25
C -4.1566 0.5173 0.7077 -0.63
C 1.6859 9.7574 1.0200 -0.24
C 3.1547 -9.2691 4.7117 -0.25
C -3.8214 -0.9120 1.1374 -0.42
C 1.8908 -1.4359 -7.4305 -0.40
C 2.7738 -0.8509 -6.3671 -0.41
C 0.7825 -2.2367 -6.5570 -0.69
C -2.6914 -0.6097 2.1568 -0.42
C -1.2385 -8.4291 4.3898 -0.26
C 1.4863 6.9477 -2.1368 -0.25
C -3.1256 0.4574 3.0788 -0.66
C -1.7408 8.2493 -1.4617 -0.25
C 1.8672 -0.2409 -5.2896 -0.70
H -3.4122 -1.3609 0.2323 0.23
H -4.7638 -1.3832 1.4166 0.22
H -1.1360 -7.5409 3.7664 0.20
H 2.3781 6.3765 -2.3949 0.21
H -1.7997 -0.2708 1.6295 0.22
H 2.0359 10.5392 1.6941 0.19
H 2.2653 -0.5284 -4.3165 0.24
H 2.5673 -2.1510 -7.8986 0.22
H -1.6733 -9.2344 3.7978 0.20
H -3.8955 0.0597 3.7401 0.25
H -1.4538 7.7578 -2.3913 0.18
H -1.8805 -8.2088 5.2427 0.21
H -2.3053 -1.5323 2.5902 0.23
H 1.5164 -0.6659 -8.1050 0.23
H 0.7852 6.4273 -1.4843 0.20
H 1.0731 7.0264 -3.1423 0.19
H -5.1868 0.6752 0.3885 0.24
H -2.3882 9.0721 -1.7650 0.20
H -2.2979 7.4990 -0.9006 0.20
H 1.9142 -4.7249 4.0688 0.20
H 1.8793 0.8489 -5.2753 0.26
H -2.3902 1.0340 3.6399 0.25
H 2.9812 -5.8965 5.0443 0.19
H 1.7812 -4.9453 5.8738 0.20
H 2.6150 -10.2151 4.6685 0.19
H -0.1747 -2.4710 -7.0229 0.26
H 3.3939 -8.8913 3.7176 0.19
H 2.5113 9.0547 0.9058 0.16
H 1.2886 -3.1065 -6.1383 0.25
H 3.4266 -1.5818 -5.8898 0.21
H 0.9216 9.1421 1.4947 0.17
H 3.4873 -0.2133 -6.8891 0.23
H -3.6132 0.9097 -0.1519 0.24
H 4.0646 -9.3681 5.3036 0.20
```